(1)
The following is a quantum chemistry calculation of a structure of composition C5H11NO3 in a non-equilibrium geometry, from the OMol25 dataset.

Atoms and positions in Å:
1 C -1.87150 -0.74608 0.26302
2 C -0.66310 -0.01927 -0.46176
3 C 1.56769 -0.25035 -0.81819
4 C 1.49470 0.35606 0.49621
5 C 0.01441 0.91144 0.44685
6 H -3.49860 0.09949 -0.08785
7 H -1.41507 -1.46479 1.24141
8 H -2.50402 -1.44530 -0.63928
9 H -1.16869 0.69745 -1.06337
10 H 0.61848 -1.49509 -1.70784
11 H 2.02279 0.63712 -1.71686
12 H 2.45707 -1.10896 -0.77472
13 H 2.17193 1.06324 0.61954
14 H 1.31613 -1.27545 1.24773
15 H -0.36459 0.78739 1.39585
16 H 0.46253 2.46560 0.50783
17 N 0.34463 -0.99221 -0.92260
18 O -2.80038 0.15760 0.58919
19 O 1.72672 -0.64723 1.59177
20 O 0.08887 2.26935 -0.20692

Atomic forces in eV per Å
C 1.666 -4.637 -2.217
C -2.612 -2.685 0.114
C 5.470 -1.431 -1.914
C -2.739 -2.112 1.678
C 3.092 -0.700 -2.437
H 0.428 0.395 0.858
H -1.596 2.035 -2.817
H 2.622 0.956 2.631
H -0.325 -0.011 -1.955
H -2.097 -1.371 -2.367
H -1.978 -2.552 2.355
H -1.841 2.327 -0.409
H 2.986 3.382 0.886
H -5.653 -9.568 -4.154
H -1.276 1.123 2.344
H 5.426 5.482 8.876
N 1.169 2.664 1.493
O -2.343 1.797 0.921
O 4.666 10.354 2.571
O -5.066 -5.447 -6.457

Computed properties:
HOMO energy: -9.3 eV
LUMO: 0.696 eV
Total charge: 0
Kohn-Sham gap: 10.0 eV
Energy relative to the best compared isomer or geometry (same formula, charge and spin): 7.512 eV

=====

(2)
The following is a quantum chemistry calculation of a structure of composition C5H11NO3 in a non-equilibrium geometry, from the OMol25 dataset.

Atoms and positions in Å:
1 C 0.88273 -0.15557 -0.20882
2 C -1.11026 -1.29568 0.98275
3 C -1.66721 0.51678 -0.52210
4 C 0.99494 -0.16291 -1.71040
5 N -0.68423 -0.05044 0.37833
6 C 0.81677 1.17857 0.52048
7 O 1.67794 -1.08381 0.37603
8 O 1.36942 1.02601 1.79164
9 O 0.73511 2.26617 -0.02586
10 H 1.79436 -0.81546 1.31113
11 H 1.59336 1.91550 2.11112
12 H -1.26418 -2.08729 0.23776
13 H -2.05864 -1.13546 1.49607
14 H -0.36716 -1.62043 1.70105
15 H -2.60270 0.66559 0.02106
16 H -1.86390 -0.12713 -1.39583
17 H -1.32442 1.49880 -0.84842
18 H 0.61386 0.76068 -2.13177
19 H 0.42446 -1.00719 -2.09890
20 H 2.03975 -0.28673 -1.98531

Atomic forces in eV per Å
C -2.256 2.262 0.741
C -0.157 0.092 0.006
C 0.156 -0.073 -0.343
C -0.277 -0.247 0.357
N 0.942 -1.158 -0.634
C 3.427 0.208 -1.024
O -0.373 -0.473 0.741
O -0.649 0.422 -0.144
O -0.823 -0.522 0.776
H 0.106 -0.152 -0.530
H -0.233 -0.211 -0.121
H 0.071 -0.020 0.008
H 0.016 0.003 0.108
H -0.001 -0.177 0.129
H 0.032 -0.103 0.030
H -0.016 0.159 0.127
H -0.035 -0.065 -0.109
H -0.024 0.056 0.004
H 0.065 -0.017 -0.134
H 0.028 0.018 0.012

Computed properties:
HOMO energy: -9.0 eV
LUMO: 0.739 eV
Total charge: 0
Kohn-Sham gap: 9.7 eV
Energy relative to the best compared isomer or geometry (same formula, charge and spin): 1.999 eV

=====

(3)
The following is a quantum chemistry calculation of an isolated molecule of C5H11NO3 in a non-equilibrium geometry, from the OMol25 dataset.

Atoms and positions in Å:
1 C -1.81618 0.29677 -0.83652
2 C -1.02793 -0.86604 -0.25641
3 C -0.80690 -0.74617 1.39923
4 O -0.00535 -1.71074 1.87032
5 O -0.36147 0.57272 1.73000
6 N 0.70836 0.99285 0.93674
7 C 1.43626 0.17827 0.09886
8 C 1.83025 0.81647 -1.20264
9 O 1.92152 -0.89605 0.49127
10 H -1.26141 1.23197 -0.80832
11 H -2.08953 0.09017 -1.87070
12 H -2.72974 0.46141 -0.26929
13 H -1.63174 -1.77600 -0.26287
14 H -0.16180 -1.12239 -0.86300
15 H -1.80729 -0.80397 1.84506
16 H 0.98139 -1.59488 1.37716
17 H 1.02152 1.93110 1.18510
18 H 2.56878 1.60010 -1.01782
19 H 2.26523 0.06842 -1.86129
20 H 0.96599 1.27597 -1.68487

Atomic forces in eV per Å
C 0.010 -0.139 0.052
C -0.771 -0.111 2.077
C -0.019 0.164 -3.005
O 2.492 -0.655 -0.484
O 0.302 0.171 0.753
N -0.405 0.435 -0.695
C 1.855 0.283 1.742
C -0.020 -0.041 -0.098
O -0.602 0.214 -1.423
H 0.115 0.045 0.003
H -0.061 0.049 -0.053
H -0.134 -0.006 0.018
H -0.087 -0.011 -0.251
H 0.215 0.098 0.303
H 0.270 0.095 0.045
H -2.788 -0.100 1.396
H -0.554 -0.434 -0.554
H 0.016 -0.020 0.007
H 0.099 0.022 0.091
H 0.067 -0.059 0.077

Computed properties:
HOMO energy: -9.0 eV
LUMO: 0.510 eV
SMILES: CC[C@@H](O)ONC(C)=O
Total charge: 0
Kohn-Sham gap: 9.5 eV
Energy relative to the best compared isomer or geometry (same formula, charge and spin): 3.679 eV

=====

(4)
The following is a quantum chemistry calculation of a cluster of 2 separate species, C5H11NO3S in total in a non-equilibrium geometry, from the OMol25 dataset.

Atoms and positions in Å:
1 C 2.42768 -0.64707 -0.84292
2 C 1.42028 0.40791 -1.07552
3 C 2.49480 -0.73702 0.72369
4 C 0.75580 0.64237 0.29368
5 C -3.18978 1.10121 0.39973
6 N -2.80943 -0.28644 0.68468
7 O -1.44620 -0.68141 -1.52671
8 O -1.06327 -2.08778 0.46687
9 O 1.43536 0.05808 1.24294
10 S -1.30183 -0.76639 -0.07953
11 H 2.16257 -1.59578 -1.27326
12 H 3.38479 -0.44910 -1.20880
13 H 1.97778 1.40441 -1.33585
14 H 0.57665 0.38956 -1.93140
15 H 2.37652 -1.89856 0.99103
16 H 3.48403 -0.47634 1.25809
17 H 0.21777 1.55649 0.63829
18 H -3.39476 1.19758 -0.67104
19 H -4.27550 1.37367 0.82245
20 H -2.55431 1.93925 0.79424
21 H -2.67897 -0.44462 1.62937

Atomic forces in eV per Å
C -0.453 -1.100 1.661
C -2.072 4.213 -1.727
C 1.527 -3.584 0.420
C -1.621 -0.383 -1.071
C -2.695 1.123 0.639
N 0.683 1.059 -2.982
O -0.617 0.336 0.317
O 0.046 0.054 0.347
O 0.408 -0.126 0.741
S 1.039 0.652 0.153
H -0.433 -0.468 0.071
H 1.427 0.738 -0.744
H -0.967 -1.437 0.583
H 2.017 -0.692 1.981
H -0.276 2.648 -0.182
H -1.601 0.186 -1.121
H 0.507 -0.844 -0.641
H 0.626 0.077 0.100
H 2.269 -1.012 -0.471
H -0.102 -0.914 -0.459
H 0.288 -0.527 2.385

Computed properties:
HOMO energy (spin up / spin down): -8.2 / -8.2 eV
LUMO (spin up / spin down): 0.139 / 0.139 eV
Total charge: 0
Kohn-Sham gap (spin up / spin down): 8.3 / 8.3 eV
Energy relative to the best compared isomer or geometry (same formula, charge and spin): 3.287 eV